Record 1
Here is 3 unconnected molecules or ions with the total composition C22H26NO8 at a distorted geometry from the Open Molecules 2025 dataset. Energies are from ωB97M-V/def2-TZVPD.

Geometry (Å):
C (-2.87008, -0.40963, -2.09702)
C (-1.79097, -1.12845, -2.38340)
C (-0.38272, -1.57439, -3.07342)
C (0.89251, -1.35922, -2.10999)
C (0.95046, 0.06864, -1.36153)
C (1.81838, -0.17641, 0.01443)
C (2.36690, 1.19884, 0.66535)
C (1.07109, 2.14270, 0.97980)
C (-0.17721, 1.31599, 1.61634)
N (0.26858, -0.02851, 2.13454)
C (0.81631, -0.93088, 1.06207)
H (-3.62040, 0.29839, -1.56670)
H (-0.48736, -2.72764, -3.22143)
H (-0.22721, -1.10781, -4.11297)
H (1.83150, -1.39947, -2.80319)
H (1.05619, -2.23285, -1.35359)
H (-0.06386, 0.47978, -1.01427)
H (1.48755, 0.89215, -1.97179)
H (2.70927, -0.88477, -0.18142)
H (2.85334, 0.91971, 1.68920)
H (3.12604, 1.71529, -0.03034)
H (0.72102, 2.63361, 0.00308)
H (1.41210, 2.92551, 1.76325)
H (-0.58319, 1.96765, 2.49187)
H (-1.04031, 1.20402, 0.85092)
H (0.96199, 0.10842, 2.90607)
H (-0.58265, -0.47778, 2.55253)
H (1.42886, -1.77112, 1.57431)
H (-0.06320, -1.43764, 0.52331)
C (-5.39926, -2.33988, -3.77473)
C (-4.93553, -2.94931, -4.86768)
C (-5.83648, -3.73092, -5.76154)
O (-5.38285, -4.25981, -6.76298)
C (-7.25239, -3.83607, -5.38959)
C (-7.71532, -3.22927, -4.29442)
C (-6.81955, -2.42518, -3.41606)
O (-7.27898, -1.86783, -2.43168)
O (-9.03069, -3.32201, -3.93643)
O (-3.61400, -2.87979, -5.21162)
H (-4.75643, -1.76760, -3.11866)
H (-7.89206, -4.42093, -6.03711)
H (-9.11399, -2.79863, -3.11398)
H (-3.53324, -3.39845, -6.03765)
C (6.60023, 2.40299, 4.97237)
C (5.51875, 1.74813, 4.54645)
C (4.16841, 2.37922, 4.57289)
O (3.19944, 1.75672, 4.15658)
C (4.05494, 3.73888, 5.10921)
C (5.13658, 4.39398, 5.53908)
C (6.49064, 3.77338, 5.48713)
O (7.45915, 4.40553, 5.87040)
O (5.04293, 5.65809, 6.04238)
O (5.60768, 0.46994, 4.06706)
H (7.58620, 1.95729, 4.95648)
H (3.06675, 4.17837, 5.13919)
H (5.95782, 5.91173, 6.28167)
H (4.69506, 0.22004, 3.82323)

Properties
HOMO energy ... -0.4120 Ha
E_LUMO ... -3.9 eV
Orbital gap ... 7.26 eV
Multiplicity ... 1
E ... -1510.15542 a.u.
Charge ... +1

Results of the Mulliken charge analysis, in e, for atoms 1 through 8:
1 C -0.452
2 C -0.144
3 C -0.417
4 C -0.683
5 C -0.356
6 C 0.136
7 C -0.647
8 C -0.464

Record 2
Here is a gas-phase ion, C22H27 (charge +1) at a distorted geometry from the Open Molecules 2025 dataset. Energies are from ωB97M-V/def2-TZVPD.

Geometry (Å):
C (-2.15309, -2.34233, 1.28076)
C (-0.65727, -2.32677, 1.23925)
C (-0.04980, -0.99534, 1.20516)
C (1.53493, -1.06378, 1.11323)
C (2.21520, -2.43902, 0.96027)
C (1.51028, -3.55189, 1.72338)
C (0.01349, -3.60194, 1.38160)
H (-2.49655, -3.38652, 1.18796)
H (-2.53266, -1.96132, 2.23736)
H (-2.63661, -1.76731, 0.47480)
H (-0.33417, -0.40100, 2.09970)
H (1.87273, -0.37042, 0.34607)
H (1.92023, -0.61327, 2.08187)
H (2.28381, -2.65659, -0.10480)
H (3.23760, -2.37105, 1.33776)
H (1.98429, -4.51976, 1.52864)
H (1.61265, -3.38282, 2.79529)
H (-0.46886, -4.17123, 2.20615)
H (-0.14306, -4.25938, 0.49527)
C (-1.02873, -0.42206, -5.50126)
C (-0.92424, -0.32710, -3.99969)
C (-1.12525, -1.41572, -3.14253)
C (-1.01440, -1.28461, -1.75783)
C (-0.71138, -0.04038, -1.19161)
C (-0.75333, 0.09826, 0.34629)
C (-0.13653, 1.45400, 0.84378)
C (-0.62442, 1.98519, 2.04465)
C (-0.27468, 3.27033, 2.45318)
C (0.68903, 4.00029, 1.74074)
C (1.14843, 5.36960, 2.20893)
C (1.28551, 3.40047, 0.62771)
C (0.97834, 2.08282, 0.24128)
C (-0.55460, 1.08152, -2.03412)
C (-0.62009, 0.92156, -3.43348)
H (-0.51479, 0.41376, -5.98425)
H (-0.62583, -1.36202, -5.89984)
H (-2.08409, -0.35914, -5.78213)
H (-1.38295, -2.37157, -3.57236)
H (-1.10880, -2.15948, -1.11427)
H (-1.79547, 0.10068, 0.61077)
H (-1.31710, 1.37494, 2.66649)
H (-0.75118, 3.72306, 3.32612)
H (1.57675, 5.90727, 1.35418)
H (0.29366, 5.93634, 2.59342)
H (1.91406, 5.35375, 3.00452)
H (2.00235, 3.97794, 0.04279)
H (1.56102, 1.59810, -0.54559)
H (-0.35201, 2.08191, -1.66235)
H (-0.46240, 1.79201, -4.07326)

Properties
HOMO energy ... -0.4244 Ha
E_LUMO ... -5.5 eV
Orbital gap ... 6.03 eV
Multiplicity ... 1
Relative energy (zero: lowest compared OMol25 entry of this formula, charge and spin) ... 29.9 kJ/mol
E ... -854.20671 a.u.
Charge ... +1

Results of the Mulliken charge analysis, in e, for atoms 1 through 8:
1 C -1.667
2 C 0.345
3 C 1.159
4 C -0.762
5 C -0.905
6 C -0.937
7 C -0.631
8 H 0.452

Record 3
Here is a molecular structure, C22H27AuN7 from the Open Molecules 2025 dataset. Energies are from ωB97M-V/def2-TZVPD.

Geometry (Å):
Au (-0.30848, -0.48362, 0.60969)
C (-2.36632, -1.50938, -2.18020)
N (-1.48160, -2.29816, -1.35316)
C (-0.28179, -2.79873, -2.01634)
C (0.79790, -1.75991, -2.05329)
N (1.02015, -0.88267, -1.10468)
C (2.13423, -0.13999, -1.49847)
C (2.79609, 0.91227, -0.87063)
C (3.89514, 1.44046, -1.51654)
C (4.32897, 0.94085, -2.75583)
C (3.68104, -0.09915, -3.38785)
C (2.57067, -0.62914, -2.73093)
N (1.68933, -1.64755, -3.06091)
C (-1.99278, -0.06828, -2.24302)
N (-1.49232, 0.64898, -1.20935)
C (-1.35187, 1.89511, -1.66727)
C (-0.85316, 3.05891, -1.00472)
C (-0.82746, 4.22324, -1.70962)
C (-1.28556, 4.27500, -3.05259)
C (-1.77527, 3.14202, -3.74380)
C (-1.79075, 1.98161, -3.03161)
N (-2.18060, 0.68229, -3.32968)
H (-3.37541, -1.53469, -1.75282)
H (-2.45996, -1.88520, -3.20927)
H (-1.99494, -3.06352, -0.93934)
H (-0.48480, -3.15155, -3.03568)
H (0.08003, -3.66000, -1.45090)
H (2.47076, 1.28434, 0.09300)
H (4.44907, 2.25054, -1.06341)
H (5.19933, 1.38324, -3.21987)
H (4.02574, -0.48352, -4.33779)
H (1.74720, -2.25612, -3.86317)
H (-0.51451, 2.98970, 0.01955)
H (-0.46140, 5.13672, -1.26294)
H (-1.26453, 5.22405, -3.57245)
H (-2.11082, 3.22873, -4.76788)
H (-2.55414, 0.35134, -4.20958)
C (-1.72888, -1.09637, 3.24414)
C (-1.71669, -1.28041, 4.83643)
N (-0.37873, -0.96737, 5.21607)
C (-0.01891, 0.39811, 5.02204)
C (-0.02694, 0.58794, 3.43018)
N (-0.39070, -0.68621, 2.79520)
C (0.59301, -1.71691, 3.16270)
C (0.59470, -1.90063, 4.75504)
H (-2.45362, -0.33178, 2.97514)
H (-1.99307, -2.04195, 2.77667)
H (-1.95598, -2.30834, 5.09955)
H (-2.41551, -0.58864, 5.30161)
H (0.97541, 0.58924, 5.41939)
H (-0.75361, 1.05376, 5.48392)
H (0.96507, 0.88694, 3.09987)
H (-0.75798, 1.34809, 3.16501)
H (1.58149, -1.40799, 2.83134)
H (0.32429, -2.65956, 2.69224)
H (1.57548, -1.66069, 5.15964)
H (0.30402, -2.91544, 5.01716)

Properties
HOMO energy (spin up / spin down) ... -0.5963 / -0.5956 Ha
E_LUMO (spin up / spin down) ... -8.4 / -11.9 eV
Orbital gap (spin up / spin down) ... 7.86 / 4.30 eV
Multiplicity ... 3
Relative energy (zero: lowest compared OMol25 entry of this formula, charge and spin) ... 0.0 kJ/mol
E ... -1372.53126 a.u.
Charge ... +3

Results of the Mulliken charge analysis, in e, for atoms 1 through 8:
1 Au 0.736
2 C -1.067
3 N -0.166
4 C -1.089
5 C 0.463
6 N 0.017
7 C 0.562
8 C -0.602

Record 4
Here is a molecular structure, C22H27CsFN5O5S from the Open Molecules 2025 dataset. Energies are from ωB97M-V/def2-TZVPD.

Geometry (Å):
Cs (1.00279, 2.81117, 3.59329)
C (0.88982, -3.18048, -2.28428)
C (-0.01605, -3.40268, -1.08153)
N (-0.35107, -2.15384, -0.40370)
C (0.39943, -1.78072, 0.69007)
C (0.29554, -0.61018, 1.34453)
C (1.15432, -0.29926, 2.56744)
O (0.55386, -0.22628, 3.65615)
O (2.35975, -0.11254, 2.31338)
C (-0.61731, 0.38973, 0.85262)
O (-0.71744, 1.52684, 1.29706)
C (-1.46658, -0.04352, -0.28303)
C (-2.44445, 0.84397, -0.73862)
C (-3.23721, 0.48481, -1.78516)
F (-4.20157, 1.32934, -2.24263)
C (-3.08885, -0.74911, -2.42569)
C (-2.12612, -1.62729, -1.98892)
C (-1.30174, -1.29638, -0.89413)
N (-3.92593, -1.10392, -3.54167)
C (-3.69247, -0.28135, -4.72939)
C (-4.67003, -0.74157, -5.82333)
N (-5.10136, -2.13635, -5.47211)
C (-5.98230, -2.13155, -4.24990)
C (-5.35362, -1.16198, -3.23776)
H (1.12785, -4.12793, -2.76874)
H (1.82276, -2.71034, -1.97360)
H (0.41470, -2.52530, -3.01594)
H (0.46944, -4.04178, -0.34690)
H (-0.93861, -3.91288, -1.36542)
H (1.12299, -2.52174, 1.00647)
H (-2.54267, 1.80116, -0.24324)
H (-2.02438, -2.56896, -2.50976)
H (-2.65972, -0.42375, -5.04640)
H (-3.85140, 0.78450, -4.54125)
H (-4.21416, -0.75619, -6.81010)
H (-5.57528, -0.13921, -5.85915)
H (-4.25899, -2.66124, -5.22555)
H (-5.56418, -2.59788, -6.25254)
H (-6.00849, -3.15416, -3.87953)
H (-6.97984, -1.83167, -4.56484)
H (-5.49891, -1.54722, -2.23165)
H (-5.83241, -0.17763, -3.28755)
O (5.13261, 2.84365, 0.84882)
C (4.70393, 2.83263, 1.97409)
O (3.92542, 3.81687, 2.43692)
C (5.03218, 1.73782, 2.97804)
N (3.99023, 1.60623, 3.99885)
C (4.61492, 1.53685, 5.33707)
C (6.10422, 1.32556, 5.07718)
C (6.30728, 2.08761, 3.77005)
H (5.15986, 0.81576, 2.40981)
H (3.39843, 0.80566, 3.79168)
H (3.72866, 3.63923, 3.38268)
H (4.16695, 0.73604, 5.92711)
H (4.44081, 2.47729, 5.86591)
H (6.31362, 0.26345, 4.92134)
H (6.73420, 1.68550, 5.89010)
H (7.21647, 1.83355, 3.22954)
H (6.31704, 3.16265, 3.97340)
S (0.77973, 5.82888, 6.88464)
C (1.90253, 5.13110, 5.90561)
N (2.66081, 4.59904, 5.18017)

Properties
HOMO energy ... -0.2178 Ha
E_LUMO ... -2.0 eV
Orbital gap ... 3.90 eV
Multiplicity ... 1
Relative energy (zero: lowest compared OMol25 entry of this formula, charge and spin) ... 89.3 kJ/mol
E ... -2022.71368 a.u.

Results of the Mulliken charge analysis, in e, for atoms 1 through 8:
1 Cs 1.160
2 C -1.002
3 C -0.942
4 N 0.047
5 C 0.029
6 C 0.138
7 C -0.270
8 O -0.710